The following is a quantum chemistry calculation of a cluster of 5 separate species, C14H23FN2O18S5 in total, from OMol25.

Calculated values
maximum force = 0.2042 hartree/bohr
E = -4101.35105 a.u.
gap between HOMO and LUMO = 8.1 eV
SMILES string = CN(c1ccccn1)S(=O)(=O)F.O=S1(=O)OCCO1.O=S1(=O)OCCO1.O=S1(=O)OCCO1.O=S1(=O)OCCO1
total charge = 0

Geometry as XYZ:
```
63
Properties=species:S:1:pos:R:3:forces:R:3
C 1.38414 0.29732 -1.76320 2.4 -1.9 -0.1
N 0.49291 1.50740 -1.58968 -1.7 -0.7 0.9
C -0.94318 1.08962 -1.19674 -2.1 0.5 0.7
C -1.93897 2.34260 -0.90703 -2.6 -3.8 0.3
C -3.51630 1.93089 -0.52792 5.0 -4.0 -1.2
C -3.70037 0.28005 -0.49071 1.6 1.0 -0.3
C -2.53857 -0.82334 -0.77408 -0.3 4.9 -0.2
N -1.16393 -0.38206 -1.14946 -3.9 3.7 1.2
S 1.14124 2.66781 -0.45173 4.9 -1.4 6.9
O 2.71518 2.59186 -0.35683 -6.3 0.4 -2.2
O 0.63763 2.43390 1.02556 -2.9 -2.5 -9.8
F 0.81673 4.30198 -0.98307 0.0 -3.7 0.6
H 1.03216 -0.41314 -2.65206 0.3 2.0 2.0
H 2.50643 0.58857 -2.01774 -2.6 -0.1 0.6
H 1.45291 -0.38412 -0.78845 -0.4 1.6 -2.0
H -1.61128 3.48467 -0.97083 -0.6 -2.9 0.1
H -4.36486 2.70776 -0.31856 1.9 -1.8 -0.4
H -4.77952 -0.13603 -0.21566 2.6 1.0 -0.7
H -2.82358 -1.98019 -0.70341 1.0 2.9 -0.2
C 4.04728 3.57600 4.21078 0.6 0.3 -0.2
C 3.67233 5.03791 4.43871 0.1 -0.1 0.6
O 2.65478 5.31611 3.47955 -0.1 -0.6 -0.1
S 1.78524 3.96053 3.22126 0.2 0.2 -1.0
O 0.59431 4.02574 4.03892 1.1 -0.3 -1.0
O 1.75134 3.70322 1.80033 3.1 4.7 6.0
O 2.82110 2.90971 3.91457 -0.8 0.7 0.0
H 4.71035 3.46937 3.34618 0.0 0.0 0.1
H 4.52130 3.12963 5.08904 -0.3 0.0 -0.1
H 4.52222 5.71152 4.30567 -0.3 -0.1 -0.2
H 3.24503 5.18420 5.43638 0.1 0.0 0.0
C -1.33775 -3.21407 -3.58627 0.4 0.5 0.6
C -0.61367 -4.34336 -2.85817 0.6 0.1 -0.7
O -1.64717 -5.14024 -2.28402 -1.2 0.3 -0.3
S -2.95757 -5.08743 -3.25380 -0.1 -0.2 0.0
O -2.94619 -6.26558 -4.09223 -0.3 1.5 1.0
O -4.09897 -4.69808 -2.45881 1.4 -0.7 -1.0
O -2.49784 -3.81327 -4.16103 -0.2 -1.1 0.3
H -1.66609 -2.43992 -2.88525 0.1 0.0 -0.1
H -0.71790 -2.76019 -4.36412 -0.2 -0.2 0.0
H 0.06304 -3.97344 -2.08422 -0.3 -0.1 0.0
H -0.05459 -4.97045 -3.56068 0.0 0.2 0.1
C -1.25118 2.83999 6.85807 0.0 0.7 -0.3
C -0.33402 3.57014 7.83552 0.5 -0.2 -0.6
O -0.89824 3.33472 9.12354 -0.8 -0.7 0.0
S -1.60619 1.86531 9.13135 -0.1 -0.3 0.2
O -0.67790 0.92030 9.71130 -1.4 1.1 -0.6
O -2.96680 2.01609 9.59222 1.8 -0.3 -0.3
O -1.62738 1.63240 7.51790 0.3 0.0 1.2
H -2.15974 3.41872 6.66283 0.1 0.0 0.0
H -0.75197 2.61754 5.91119 -0.1 -0.1 0.2
H -0.27517 4.64168 7.63029 -0.2 -0.2 0.2
H 0.67389 3.14195 7.82500 -0.1 0.1 -0.1
C -0.10352 -4.85572 -7.05755 -0.5 0.1 -0.7
C 0.89528 -5.15113 -8.17328 -0.3 -0.7 0.1
O 2.00263 -4.28930 -7.92068 -0.1 0.6 1.1
S 2.14864 -4.07225 -6.31071 0.6 -0.1 0.0
O 3.15345 -4.98969 -5.82103 -1.3 1.5 -0.4
O 2.18036 -2.65339 -6.04196 0.1 -1.8 -0.2
O 0.68386 -4.64845 -5.88611 1.0 0.1 -0.2
H -0.66060 -3.93543 -7.26073 0.0 -0.1 0.0
H -0.80624 -5.67904 -6.90390 0.2 0.1 0.2
H 0.47880 -4.96305 -9.16572 0.2 0.2 0.2
H 1.25264 -6.18488 -8.11877 -0.1 0.1 0.0
```
Forces are in eV/Å.

Mulliken population analysis, charges in e, atoms 1 to 6: number 1, C, carries -0.64; number 2, N, carries 0.05; number 3, C, carries 0.22; number 4, C, carries -0.25; number 5, C, carries -0.35; number 6, C, carries -0.37